Record 1
DFT (ωB97M-V/def2-TZVPD) results for 6 unconnected molecules or ions with the total composition C24H66N4O23P6.

Each line ends with the Mulliken charge.
Atoms and positions in Å:
H (-13.56936, 6.35363, 1.24610)  0.27
N (-14.12290, 5.83374, 0.56998)  -0.77
C (-13.74696, 4.62186, 0.51909)  0.53
N (-14.48397, 3.68218, -0.19684)  -0.53
N (-12.65934, 4.07093, 1.20022)  -0.28
C (-11.35354, 4.73162, 1.08680)  -0.84
C (-10.84920, 5.32824, 2.41511)  -0.61
C (-9.58024, 4.66700, 2.95333)  -1.20
C (-8.34348, 4.84262, 2.05732)  -0.40
C (-7.45856, 6.05750, 2.41896)  0.05
O (-6.12125, 5.65644, 2.77666)  -0.39
C (-5.14442, 5.39963, 1.85156)  0.49
O (-4.52062, 6.26727, 1.31843)  -0.55
C (-4.87960, 3.92707, 1.61436)  -0.37
C (-5.20422, 2.96214, 2.75680)  -0.98
P (-7.80070, 7.38918, 1.14790)  0.17
N (-7.08560, 6.78136, -0.28852)  -0.69
O (-6.68689, 8.55793, 1.47632)  -0.51
H (-15.23424, 4.12929, -0.70629)  0.29
H (-13.92729, 3.09095, -0.79801)  0.22
H (-12.61199, 3.07357, 1.05063)  0.27
H (-11.43151, 5.51631, 0.32943)  0.38
H (-10.63761, 3.99524, 0.70919)  0.41
H (-10.69090, 6.40611, 2.30721)  0.31
H (-11.64952, 5.19307, 3.14649)  0.44
H (-9.36134, 5.07594, 3.94471)  0.42
H (-9.77725, 3.60070, 3.10802)  0.40
H (-8.68360, 4.92920, 1.01568)  0.40
H (-7.71992, 3.94651, 2.09894)  0.07
H (-7.83128, 6.50768, 3.34608)  0.54
H (-3.81692, 3.87322, 1.36917)  0.41
H (-5.40008, 3.65089, 0.68899)  0.15
H (-5.52984, 1.99626, 2.36804)  0.25
H (-4.31020, 2.76604, 3.34982)  0.26
H (-5.97993, 3.34948, 3.41697)  0.38
H (-7.02466, 5.77127, -0.32904)  0.31
H (-6.15347, 7.16048, -0.41354)  0.33
H (-7.13035, 9.32683, 1.85063)  0.33
C (0.51653, 0.98272, 1.45262)  -0.76
O (0.37957, -0.25406, 2.17766)  0.17
P (-0.92859, -0.53015, 3.02606)  0.53
O (-2.01993, 0.42426, 2.81218)  -0.53
O (-0.43181, -0.65074, 4.52782)  -0.32
C (0.11285, 0.51780, 5.15249)  -0.62
O (-1.20754, -2.03685, 2.66821)  -0.30
C (-2.46350, -2.61379, 3.06726)  -0.70
H (1.58356, 1.14893, 1.32828)  0.26
H (0.03420, 0.89501, 0.48069)  0.30
H (0.06927, 1.80932, 2.00034)  0.36
H (-0.47295, 1.40295, 4.90030)  0.30
H (1.14949, 0.65176, 4.84301)  0.22
H (0.06839, 0.35329, 6.22518)  0.25
H (-3.23098, -2.35561, 2.34006)  0.26
H (-2.76724, -2.26545, 4.05386)  0.34
H (-2.32181, -3.69075, 3.08670)  0.24
C (7.12696, -1.40892, -1.12758)  -0.75
O (6.13638, -2.24570, -0.50775)  -0.37
P (5.08901, -1.60821, 0.49079)  1.06
O (5.11559, -0.14343, 0.56821)  -0.69
O (5.33472, -2.34780, 1.87438)  -0.32
C (6.58830, -2.13516, 2.53224)  -0.67
O (3.74507, -2.27337, 0.01485)  -0.39
C (2.52119, -1.72703, 0.54128)  -0.64
H (7.96739, -2.04998, -1.38157)  0.31
H (6.72373, -0.95960, -2.03399)  0.26
H (7.46164, -0.62740, -0.44917)  0.46
H (6.88655, -1.08726, 2.47392)  0.34
H (7.35366, -2.76770, 2.08223)  0.24
H (6.45068, -2.41065, 3.57404)  0.26
H (2.25727, -0.83570, -0.02412)  0.27
H (2.61657, -1.47931, 1.59672)  0.35
H (1.75372, -2.48584, 0.42118)  0.25
C (12.38469, -1.64579, -2.71219)  -0.61
O (11.85701, -0.81013, -1.66690)  -0.32
P (11.31601, 0.63598, -2.00795)  1.07
O (11.24343, 0.95030, -3.43831)  -0.68
O (12.20095, 1.63061, -1.14608)  -0.36
C (13.59376, 1.73750, -1.46288)  -0.70
O (9.95613, 0.65798, -1.21275)  -0.20
C (9.03695, 1.72677, -1.50054)  -0.67
H (13.06802, -2.34081, -2.23214)  0.26
H (11.57524, -2.19197, -3.19327)  0.25
H (12.90959, -1.05531, -3.45994)  0.32
H (13.74718, 1.75424, -2.54283)  0.33
H (14.13773, 0.90420, -1.01802)  0.26
H (13.94445, 2.67335, -1.03745)  0.26
H (8.48840, 1.48946, -2.41062)  0.19
H (9.55983, 2.67405, -1.62628)  0.37
H (8.35046, 1.79418, -0.66133)  0.27
C (6.04664, -3.40274, -7.93942)  -0.65
O (5.96079, -2.41393, -6.90210)  -0.34
P (7.20228, -2.14355, -5.95995)  0.85
O (8.43460, -2.84049, -6.34027)  -0.67
O (6.68799, -2.46600, -4.49247)  0.02
C (6.34275, -3.81703, -4.16737)  -0.68
O (7.24822, -0.57148, -5.92576)  -0.39
C (8.40732, 0.05823, -5.34227)  -0.53
H (5.02888, -3.72769, -8.13800)  0.24
H (6.47687, -2.96073, -8.83627)  0.28
H (6.65902, -4.24683, -7.62917)  0.32
H (7.04663, -4.51777, -4.61910)  0.35
H (5.32920, -4.02920, -4.50781)  0.27
H (6.38814, -3.90541, -3.08488)  0.19
H (9.21576, 0.08732, -6.06861)  0.28
H (8.74280, -0.47276, -4.45156)  0.17
H (8.10670, 1.06704, -5.07504)  0.30
C (-5.67524, -7.53214, 1.55230)  -0.63
O (-4.26653, -7.31210, 1.72541)  -0.33
P (-3.33454, -7.11662, 0.46108)  0.91
O (-4.03969, -7.00251, -0.81800)  -0.67
O (-2.27728, -8.29769, 0.53896)  -0.32
C (-2.75257, -9.63775, 0.37138)  -0.71
O (-2.45539, -5.88914, 0.91006)  -0.14
C (-1.63827, -5.24633, -0.08495)  -0.62
H (-6.01403, -8.06155, 2.43870)  0.24
H (-6.19106, -6.57713, 1.47018)  0.27
H (-5.87501, -8.12233, 0.66046)  0.33
H (-3.48988, -9.69195, -0.43091)  0.35
H (-3.18575, -9.99485, 1.30586)  0.26
H (-1.89346, -10.24847, 0.10894)  0.25
H (-2.24280, -4.54307, -0.65423)  0.27
H (-1.19362, -5.97628, -0.76031)  0.35
H (-0.85452, -4.71664, 0.44954)  0.18

Calculated values
Structure (SMILES): [H]/N=C(/N)NCCCC[C@@H](OC(=O)CC)P(N)O.COP(=O)(OC)OC.COP(=O)(OC)OC.COP(=O)(OC)OC.COP(=O)(OC)OC.COP(=O)(OC)OC
Highest occupied orbital energy, eV: -8.36
Kohn-Sham gap, eV: 8.903
Spin multiplicity: 1


Record 2
DFT (ωB97M-V/def2-TZVPD) results for CHN3OS in the gas phase at a distorted geometry.

Each line ends with the Mulliken charge.
Atoms and positions in Å:
C (-0.31674, 0.39034, -0.00562)  -0.16
N (-0.20419, 1.64168, -0.00978)  0.46
N (-0.41607, 2.74794, -0.01996)  -0.42
N (-3.02004, 0.92278, 0.02409)  -0.48
O (-2.10214, -1.57053, -0.02849)  -0.53
S (-2.04433, -0.13058, 0.00162)  0.76
H (0.48524, -0.31200, 0.00262)  0.36

Calculated values
Highest occupied orbital energy, eV: -10.24
Kohn-Sham gap, eV: 9.191
Spin multiplicity: 1


Record 3
DFT (ωB97M-V/def2-TZVPD) results for a molecular structure, C24H25Cl3N3O2P2SV at a distorted geometry.

Each line ends with the Mulliken charge.
Atoms and positions in Å:
V (0.21815, -0.45666, -1.13068)  0.17
N (-2.12200, -0.94436, -4.75984)  -0.46
C (-1.55645, -0.74411, -3.53528)  0.48
S (0.05577, -0.11015, -3.50665)  -0.52
N (-2.27694, -1.00606, -2.49539)  -1.47
N (-1.72968, -0.75155, -1.26104)  1.11
C (-2.60611, -0.81957, -0.31642)  -0.83
C (-2.39535, -0.67977, 1.09183)  0.83
C (-3.52166, -0.54640, 1.91961)  -0.82
C (-3.40549, -0.47612, 3.28681)  -0.88
C (-2.13966, -0.59751, 3.86401)  -0.53
C (-1.02320, -0.75041, 3.07493)  -0.66
C (-1.10932, -0.76084, 1.66869)  0.68
O (-0.02136, -0.87674, 0.94133)  -0.14
H (-1.48778, -0.98309, -5.53697)  0.27
H (-2.94381, -1.52414, -4.79779)  0.23
H (-3.62604, -1.02685, -0.63432)  0.37
H (-4.50250, -0.50252, 1.45833)  0.40
H (-4.28296, -0.34983, 3.90678)  0.40
H (-2.03649, -0.58514, 4.94226)  0.44
H (-0.04533, -0.86625, 3.52503)  0.32
C (0.31356, 3.11903, -2.03169)  -1.26
P (-0.56945, 1.77961, -1.13434)  1.87
C (-2.25011, 2.15643, -1.75444)  -1.66
C (-0.54414, 2.40041, 0.58006)  0.25
C (-1.47842, 3.23983, 1.17384)  -0.88
C (-1.31236, 3.62891, 2.49536)  -0.77
C (-0.21242, 3.19438, 3.21922)  -0.76
C (0.71421, 2.34136, 2.63684)  -0.48
C (0.54212, 1.92818, 1.32437)  0.07
P (1.57098, 0.70867, 0.44496)  0.97
C (2.60434, -0.17170, 1.67381)  -1.46
C (2.96681, 1.83061, -0.11900)  -1.49
H (-0.25409, 4.04542, -1.96006)  0.46
H (0.38970, 2.81384, -3.07583)  0.39
H (1.30573, 3.28187, -1.62356)  0.37
H (-2.42062, 3.23161, -1.73425)  0.56
H (-3.01238, 1.64586, -1.16998)  0.34
H (-2.29802, 1.80814, -2.78634)  0.40
H (-2.33970, 3.58539, 0.61539)  0.39
H (-2.04502, 4.27521, 2.96183)  0.43
H (-0.09274, 3.50153, 4.25035)  0.42
H (1.55556, 1.98911, 3.22175)  0.40
H (2.02224, -0.80697, 2.33137)  0.20
H (3.16914, 0.56242, 2.24895)  0.52
H (3.30845, -0.79612, 1.12151)  0.35
H (3.01891, 2.70392, 0.53160)  0.36
H (2.84047, 2.16331, -1.14767)  0.40
H (3.91223, 1.29194, -0.06495)  0.49
Cl (5.25240, -5.51337, -0.93578)  -0.24
C (3.79174, -4.58749, -1.06279)  0.43
C (3.86494, -3.23089, -1.31495)  -0.82
C (2.68349, -2.52264, -1.40959)  1.02
Cl (2.66945, -0.82085, -1.73966)  -0.24
C (1.40107, -3.08357, -1.25441)  -0.43
O (0.32610, -2.37688, -1.32471)  -0.30
C (1.40070, -4.47871, -1.00969)  0.33
Cl (-0.13183, -5.24566, -0.81226)  -0.21
C (2.56223, -5.21576, -0.91244)  -0.70
H (4.82064, -2.74096, -1.44109)  0.45
H (2.51233, -6.27739, -0.71697)  0.45

Calculated values
Highest occupied orbital energy (spin up / spin down), eV: -7.43 / -7.52
Kohn-Sham gap (spin up / spin down), eV: 7.621 / 7.537
Spin multiplicity: 3


Record 4
DFT (ωB97M-V/def2-TZVPD) results for C4H8FNO in the gas phase at a distorted geometry.

Each line ends with the Mulliken charge.
Atoms and positions in Å:
C (-0.28989, 0.40886, 1.99500)  -0.89
C (0.62456, 1.16719, 1.06590)  -0.50
C (0.71097, 0.64150, -0.36562)  0.19
F (1.32439, -0.53653, -0.60450)  -0.33
C (-0.60124, 0.49236, -0.99948)  -0.21
N (-1.19937, -0.53493, -1.20263)  -0.32
O (-0.81850, -1.65806, -0.28465)  -0.41
H (-0.32314, 0.80569, 3.05771)  0.35
H (-0.33393, -0.84214, 1.90026)  0.20
H (-1.36819, 0.64270, 1.54189)  0.23
H (1.66261, 1.39392, 1.33495)  0.38
H (0.34370, 2.35250, 0.89309)  0.28
H (1.36245, 1.23892, -1.00910)  0.31
H (-1.20625, 1.36774, -1.54450)  0.31
H (0.22052, -1.38103, -0.21293)  0.41

Calculated values
Structure (SMILES): CC[C@@H](F)/C=N\O
Highest occupied orbital energy, eV: -10.03
Kohn-Sham gap, eV: 10.638
Spin multiplicity: 1


Calculated total energy in eV, matching the order above: -134756.88926, -18401.34471, -126529.69037, -10528.21629